{
  "formula": "C51H46N7O3PbS2",
  "method": "the ωB97M-V functional and the def2-TZVPD basis",
  "total_charge": -1,
  "fmax_ev_per_a": 2.09,
  "e_above_lowest_ev": 0.0000,
  "orbital_gap_ev": 6.33,
  "e_homo_ev": -4.5,
  "elements": ["Pb", "C", "C", "N", "N", "C", "S", "S", "C", "C", "C", "C", "C", "C", "C", "C", "C", "C", "C", "C", "C", "O", "H", "H", "H", "H", "H", "H", "H", "H", "H", "H", "H", "H", "H", "H", "C", "C", "C", "C", "C", "C", "C", "N", "C", "N", "C", "C", "C", "C", "C", "C", "C", "N", "C", "C", "C", "C", "C", "C", "C", "H", "H", "H", "H", "H", "H", "H", "H", "H", "H", "H", "H", "H", "H", "H", "H", "H", "H", "H", "H", "H", "H", "O", "C", "O", "C", "C", "C", "C", "C", "C", "N", "C", "C", "C", "C", "C", "C", "N", "H", "H", "H", "H", "H", "H", "H", "H", "H", "H"],
  "xyz": [[-0.208101, 0.426180, -0.270233], [1.163664, 5.209115, 0.021186], [1.047453, 3.724942, -0.111027], [-0.050351, 3.121333, 0.104176], [-1.108473, 3.856993, 0.582826], [-2.235263, 3.515454, 0.066880], [-2.546721, 2.316875, -1.138824], [-3.724549, 4.281371, 0.714082], [-3.251461, 5.659465, 1.722958], [-3.221324, 5.411323, 3.224154], [-4.024818, 6.168500, 4.078276], [-4.067840, 5.822007, 5.438439], [-3.298877, 4.797622, 5.930140], [-2.473472, 4.070343, 5.082463], [-2.432211, 4.366005, 3.753727], [2.298263, 2.988551, -0.530832], [3.210750, 3.602217, -1.365064], [4.398808, 2.976690, -1.714383], [4.683987, 1.705961, -1.202894], [3.845875, 1.133923, -0.245056], [2.603783, 1.726651, 0.110827], [1.846896, 1.130744, 0.946710], [0.656979, 5.518019, 0.951780], [0.603582, 5.663898, -0.755466], [2.213930, 5.505126, 0.052837], [-3.999729, 6.403653, 1.507623], [-2.273066, 5.974088, 1.397444], [-4.657960, 6.925519, 3.617551], [-4.704231, 6.384440, 6.138694], [-3.261375, 4.639727, 6.969851], [-1.829367, 3.295952, 5.560886], [-1.777092, 3.755925, 3.096425], [2.939231, 4.570876, -1.799329], [5.044444, 3.512608, -2.414596], [5.590302, 1.168940, -1.500914], [4.155681, 0.161831, 0.122659], [3.723275, -3.407743, 1.682317], [3.041701, -4.417360, 2.500928], [3.653598, -5.071389, 3.598381], [2.947854, -5.883256, 4.484557], [1.593019, -6.061340, 4.270237], [0.982310, -5.535996, 3.137630], [1.707693, -4.727017, 2.262795], [0.994206, -4.138837, 1.136812], [0.369911, -2.864881, 1.060214], [0.099665, -2.288913, 2.277837], [-0.833759, -1.235245, 2.590229], [-1.072232, -0.162096, 1.742849], [-2.060129, 0.738142, 2.145553], [-2.751292, 0.648594, 3.349500], [-2.462864, -0.406069, 4.176531], [-1.533449, -1.395856, 3.808771], [-1.204711, -2.531918, 4.704187], [0.189087, -2.288062, -0.072070], [0.375645, -2.898044, -1.314163], [-0.559270, -3.818859, -1.732871], [-0.564350, -4.311449, -3.040857], [0.376686, -3.861576, -3.948701], [1.353365, -2.957129, -3.494452], [1.367601, -2.436983, -2.215179], [2.495837, -1.527891, -1.745544], [4.735666, -3.183212, 2.028469], [3.099330, -2.507454, 1.618032], [3.876694, -3.765621, 0.649091], [4.687872, -4.837402, 3.781470], [3.432591, -6.336784, 5.348464], [1.053503, -6.722519, 4.956051], [-0.067426, -5.723133, 2.985941], [1.400080, -4.383282, 0.269280], [0.454043, -2.773971, 3.061980], [-2.369744, 1.545325, 1.447859], [-3.474214, 1.363657, 3.618156], [-2.986203, -0.505638, 5.093958], [-1.624023, -2.363677, 5.703117], [-0.117285, -2.640805, 4.796995], [-1.588478, -3.487072, 4.332532], [-1.365342, -4.071299, -1.061884], [-1.292687, -4.955594, -3.433007], [0.331124, -4.193492, -4.980771], [2.140429, -2.678447, -4.172300], [2.396618, -0.488037, -2.106510], [3.481508, -1.856523, -2.014176], [2.412505, -1.461577, -0.652383], [3.873319, 2.606553, -5.998736], [3.057145, 1.947282, -6.860002], [3.447890, 1.674501, -7.957976], [1.706891, 1.543027, -6.328690], [1.281724, 1.810966, -5.030489], [0.145060, 1.224489, -4.503684], [-0.515227, 0.267983, -5.245182], [-0.132072, 0.015851, -6.551737], [0.930174, 0.684550, -7.096675], [-1.637845, -0.365179, -4.648596], [-1.567679, -0.516111, -3.416787], [-2.620900, -1.108545, -2.543400], [-3.781494, -1.699628, -3.005275], [-4.606399, -2.368054, -2.127483], [-4.195350, -2.418624, -0.798020], [-3.045529, -1.752860, -0.398021], [-2.290440, -1.099693, -1.267150], [3.540616, 2.523752, -5.112270], [1.766616, 2.548636, -4.357322], [-0.155427, 1.473529, -3.488648], [-0.637049, -0.737602, -7.160897], [1.218390, 0.537585, -8.137385], [-0.672134, -0.329677, -2.836268], [-4.050289, -1.681565, -4.032462], [-5.590008, -2.789508, -2.419386], [-4.808442, -2.943573, -0.094819], [-2.664836, -1.673216, 0.637484]],
  "atomic_forces_ev_per_a": [[0.800, 0.569, -0.217], [0.186, -0.202, 1.427], [1.070, -0.071, -0.409], [0.204, -0.963, 0.131], [-0.190, 0.445, -0.030], [-0.155, 0.070, 0.149], [-0.099, -0.020, 0.148], [-0.376, -1.053, -0.805], [0.511, -0.041, 1.113], [0.008, -0.438, -0.082], [0.167, -0.950, -0.158], [-0.680, 1.074, -0.069], [0.235, 0.366, -0.735], [0.608, -0.596, 1.472], [0.394, -0.226, -1.400], [-1.277, -0.383, 1.395], [-0.065, -0.030, -0.324], [0.126, 0.341, -0.738], [-0.109, 0.216, 0.611], [0.851, 0.322, -1.325], [0.708, 0.067, -0.371], [-0.807, -0.352, 0.200], [0.252, -0.122, -0.253], [-0.306, 0.737, -0.950], [-0.297, 0.193, -0.164], [-0.092, 0.535, -0.108], [0.344, 0.306, -0.269], [0.077, 0.026, 0.413], [0.280, -0.201, -0.434], [-0.141, -0.396, 1.140], [-0.524, 0.525, -0.794], [-0.583, 0.618, 0.254], [0.286, -0.288, 0.136], [0.057, -0.435, 0.186], [-0.237, 0.264, 0.081], [-0.415, 0.042, 0.348], [0.680, 0.319, -1.152], [-0.127, -1.280, 1.403], [-0.305, 0.557, -0.351], [0.251, 0.500, -0.402], [-0.176, -0.880, 0.073], [0.366, 0.086, 0.517], [-1.489, 0.725, -0.189], [-0.223, 0.236, 1.012], [1.203, -0.408, 0.446], [-0.480, 0.501, -1.180], [-0.108, -0.509, 0.122], [-0.501, 0.403, 0.155], [-0.651, 0.830, -0.487], [1.039, -0.667, -0.814], [0.780, -0.983, -0.391], [0.068, 1.120, -0.606], [-0.019, -0.347, 0.549], [-0.133, 0.373, 0.854], [0.168, 0.511, -0.088], [-0.577, -0.627, -0.865], [0.922, 1.089, 0.147], [0.448, 0.495, 0.637], [-0.363, -0.489, -0.644], [0.568, -0.391, 0.427], [-1.358, 0.606, 0.536], [-0.286, 0.168, 0.259], [0.377, 0.021, 0.019], [-0.245, 0.122, 0.194], [0.312, -0.060, 0.098], [-0.032, 0.148, -0.258], [-0.061, 0.397, -0.289], [-0.149, 0.066, -0.306], [0.358, -0.174, -0.990], [0.272, -0.609, 0.525], [0.376, -0.557, 0.625], [-0.808, 0.836, 0.242], [-0.344, -0.166, 0.860], [0.148, -0.102, -0.163], [-0.146, -0.061, 0.343], [0.008, 0.000, -0.026], [-0.038, -0.167, 0.182], [-1.151, -0.921, 0.035], [0.213, 0.046, 0.104], [0.204, 0.275, -0.232], [-0.071, -0.428, 0.024], [0.431, -0.432, -0.239], [0.307, 0.110, -0.224], [0.157, -0.176, -0.888], [-0.294, 0.144, 0.457], [-0.021, 0.112, -0.344], [0.422, -0.022, 0.364], [0.250, 0.973, 0.724], [0.886, 0.410, 0.061], [-0.853, -0.187, 0.611], [-0.577, -0.591, -0.529], [0.720, 0.058, -0.650], [-0.225, 0.144, -1.896], [-0.482, -0.977, 1.787], [0.301, 0.132, -0.818], [-0.477, -0.334, -0.217], [-0.263, 0.122, 0.618], [-0.270, -0.020, 0.032], [0.082, 0.174, 0.459], [0.146, -0.142, 0.391], [-0.288, 0.098, 0.823], [-0.034, -0.536, -0.599], [-0.086, 0.119, -0.279], [-0.121, 0.313, 0.344], [0.018, -0.179, 0.302], [0.267, 0.201, 0.002], [0.095, 0.256, -0.813], [0.932, 0.191, 0.057], [-0.117, -0.153, 0.472], [-0.634, -0.360, -0.537]]
}